Entry 1:
Formula: C13H10N2O4Sm
Source: OMol25
Level of theory: ωB97M-V/def2-TZVPD

Properties
Frontier orbital gap (alpha / beta) in eV: 3.66 / 4.74
ΔE to the lowest compared entry with this formula, charge and spin in kcal per mole: 23.01
E_HOMO (alpha / beta) in eV: -17.866 / -17.884
Expectation value of S²: 8.76
2S+1: 6
Total charge: +3

CARTESIAN COORDINATES (ANGSTROEM)
Sm: 0.75 0.16 0.56
O: -0.92 -2.12 2.98
C: -0.24 -1.44 2.35
C: 1.09 1.49 -1.68
O: 1.08 1.96 -2.73
C: -0.25 2.36 1.49
O: -0.97 3.23 1.73
C: 1.16 -1.93 -0.88
O: 1.11 -2.85 -1.57
C: -3.88 -0.77 -1.07
H: -3.78 -1.86 -1.00
H: -4.37 -0.34 -0.18
C: -3.46 -0.03 -2.13
H: -3.52 1.07 -2.18
H: -2.91 -0.46 -2.99
N: 5.11 0.20 -0.05
C: 3.90 0.28 -0.62
N: 2.95 0.23 0.34
C: 3.60 0.08 1.58
C: 3.05 -0.13 2.85
C: 3.96 -0.24 3.90
C: 5.34 -0.18 3.69
C: 5.86 -0.03 2.40
C: 4.96 0.09 1.35
H: 5.99 0.23 -0.56
H: 3.71 0.34 -1.69
H: 1.96 -0.24 2.94
H: 3.56 -0.37 4.89
H: 5.99 -0.26 4.57
H: 6.94 0.00 2.24


Entry 2:
Formula: C8H21KNO8P
Source: OMol25
Level of theory: ωB97M-V/def2-TZVPD

Properties
Frontier orbital gap in eV: 1.96
ΔE to the lowest compared entry with this formula, charge and spin in kcal per mole: 30.46
E_HOMO in eV: 1.475
Total charge: -2

CARTESIAN COORDINATES (ANGSTROEM)
K: 5.90 -14.68 15.29
P: 7.92 -10.39 12.97
O: 7.19 -9.94 14.28
O: 7.11 -11.31 11.99
O: 9.24 -11.16 13.46
O: 8.41 -9.09 12.18
C: 4.35 -8.49 20.29
C: 5.25 -9.83 20.29
O: 4.89 -10.69 19.28
O: 4.45 -7.85 19.05
H: 4.77 -7.79 21.02
H: 3.32 -8.72 20.54
H: 5.13 -10.34 21.24
H: 6.32 -9.65 20.16
H: 5.09 -10.29 18.43
H: 3.92 -8.28 18.37
C: -1.29 -14.89 19.10
O: -0.30 -15.79 19.62
C: -0.26 -16.98 18.82
C: 1.01 -17.63 19.41
N: 2.21 -16.86 19.04
C: 3.44 -17.57 19.54
C: 3.92 -18.78 18.70
O: 4.15 -18.41 17.33
C: 4.24 -19.57 16.47
H: -0.93 -13.88 19.32
H: -2.11 -14.99 19.81
H: -1.67 -14.96 18.08
H: -0.22 -16.71 17.77
H: -1.08 -17.69 18.97
H: 0.96 -18.57 18.86
H: 0.80 -17.71 20.48
H: 2.14 -16.03 19.62
H: 3.38 -17.88 20.59
H: 4.11 -16.74 19.34
H: 3.06 -19.45 18.64
H: 4.81 -19.29 19.07
H: 3.19 -19.87 16.45
H: 4.65 -20.53 16.77
H: 4.68 -19.27 15.51


Entry 3:
Formula: C26H41Cl10F3N2O3S2
Source: OMol25
Level of theory: ωB97M-V/def2-TZVPD

Properties
Frontier orbital gap in eV: 7.69
E_HOMO in eV: -8.762

CARTESIAN COORDINATES (ANGSTROEM)
C: 1.05 3.14 3.88
C: 0.01 3.34 2.78
O: 0.32 4.36 1.86
C: 1.48 4.10 1.08
C: 1.05 4.06 -0.38
O: 2.12 4.25 -1.29
C: 2.66 3.07 -1.88
C: 2.93 1.93 -0.93
C: 4.22 1.86 -0.25
C: 5.36 2.83 -0.47
S: 5.05 4.59 -0.21
C: 5.99 4.99 1.27
C: 5.74 6.48 1.55
C: 4.50 0.81 0.57
C: 3.56 -0.23 0.80
N: 3.70 -1.32 1.54
S: 2.33 -2.14 1.43
N: 1.51 -1.19 0.42
C: 2.31 -0.17 0.13
C: 2.02 0.92 -0.75
C: 0.68 0.84 -1.44
O: 0.49 -0.41 -2.14
C: 1.32 -0.65 -3.18
F: 1.75 0.45 -3.78
F: 0.66 -1.38 -4.08
F: 2.38 -1.36 -2.80
H: 0.79 3.71 4.77
H: 2.05 3.44 3.59
H: 1.07 2.10 4.19
H: -0.92 3.65 3.26
H: -0.22 2.40 2.27
H: 2.15 4.94 1.17
H: 1.97 3.17 1.36
H: 0.47 3.16 -0.59
H: 0.37 4.90 -0.51
H: 1.99 2.77 -2.68
H: 3.59 3.35 -2.35
H: 5.81 2.67 -1.45
H: 6.14 2.56 0.24
H: 5.67 4.40 2.13
H: 7.06 4.84 1.15
H: 6.62 6.95 1.97
H: 4.85 6.64 2.15
H: 5.56 6.97 0.60
H: 5.46 0.73 1.05
H: -0.08 0.85 -0.66
H: 0.48 1.68 -2.08
Cl: -3.57 -2.47 -4.66
C: -2.62 -1.43 -3.55
C: -2.76 -1.86 -2.12
Cl: -4.40 -1.57 -1.48
H: -2.95 -0.41 -3.70
H: -1.59 -1.51 -3.86
H: -2.07 -1.29 -1.50
H: -2.54 -2.92 -1.99
Cl: 6.63 -1.75 0.09
C: 5.69 -2.19 -1.36
C: 6.36 -1.75 -2.63
Cl: 6.37 0.03 -2.80
H: 4.70 -1.74 -1.26
H: 5.58 -3.27 -1.35
H: 5.81 -2.14 -3.49
H: 7.39 -2.09 -2.68
Cl: -9.13 0.38 -6.54
C: -7.43 -0.13 -6.36
C: -7.00 -0.18 -4.92
Cl: -6.92 1.44 -4.18
H: -6.82 0.56 -6.93
H: -7.34 -1.12 -6.80
H: -6.00 -0.61 -4.85
H: -7.68 -0.78 -4.32
Cl: -8.10 -3.68 1.64
C: -6.35 -3.37 1.48
C: -5.53 -4.57 1.85
Cl: -5.61 -4.94 3.60
H: -6.11 -2.51 2.10
H: -6.17 -3.11 0.44
H: -4.48 -4.38 1.62
H: -5.84 -5.46 1.31
Cl: -6.82 -8.05 8.61
C: -6.37 -6.99 7.25
C: -5.21 -7.54 6.46
Cl: -3.69 -7.52 7.38
H: -6.14 -6.00 7.66
H: -7.24 -6.90 6.61
H: -5.06 -6.92 5.57
H: -5.40 -8.56 6.14


Entry 4:
Formula: C5H12N2O
Source: OMol25
Level of theory: ωB97M-V/def2-TZVPD

Properties
Frontier orbital gap (alpha / beta) in eV: 8.60 / 8.44
ΔE to the lowest compared entry with this formula, charge and spin in kcal per mole: 173.07
E_HOMO (alpha / beta) in eV: -8.131 / -7.646

CARTESIAN COORDINATES (ANGSTROEM)
C: -0.09 0.93 -0.65
C: -1.03 -0.74 1.72
C: -1.43 1.55 -0.35
N: 0.13 0.08 1.44
O: 0.28 0.85 2.59
H: 1.15 1.26 2.48
H: 0.75 1.57 -0.42
H: -0.07 0.59 -1.68
H: -0.87 -1.34 2.62
H: -1.91 -0.12 1.91
H: -1.21 -1.38 0.86
H: -1.68 2.32 -1.09
H: -1.46 2.04 0.63
H: -2.24 0.82 -0.34
C: 1.62 -1.42 -2.09
C: 1.36 -1.09 -0.68
N: 1.65 -1.36 0.44
H: 2.00 -0.56 -2.65
H: 0.70 -1.77 -2.57
H: 2.36 -2.22 -2.18


Entry 5:
Formula: C5H16NS2
Source: OMol25
Level of theory: ωB97M-V/def2-TZVPD

Properties
Frontier orbital gap in eV: 9.51
ΔE to the lowest compared entry with this formula, charge and spin in kcal per mole: 0.00
E_HOMO in eV: -12.510
Total charge: +1

CARTESIAN COORDINATES (ANGSTROEM)
C: 2.15 -2.60 0.69
S: 1.16 -1.12 0.37
S: 0.50 -0.60 2.25
C: 1.85 0.46 2.83
H: 2.87 -2.39 1.48
H: 1.51 -3.43 0.97
H: 2.68 -2.84 -0.22
H: 1.98 1.31 2.17
H: 1.54 0.80 3.82
H: 2.77 -0.10 2.91
C: -1.38 1.82 -0.26
C: -1.72 0.89 -1.41
C: -0.69 0.89 -2.51
N: -1.83 -0.53 -0.86
H: -2.07 1.70 0.58
H: -0.37 1.63 0.11
H: -1.43 2.85 -0.59
H: -2.72 1.11 -1.79
H: 0.28 0.63 -2.11
H: -0.65 1.89 -2.95
H: -0.94 0.21 -3.32
H: -2.51 -0.56 -0.10
H: -2.06 -1.19 -1.60
H: -0.93 -0.83 -0.45


Entry 6:
Formula: C11H14O2
Source: OMol25
Level of theory: ωB97M-V/def2-TZVPD

Properties
Frontier orbital gap (alpha / beta) in eV: 6.75 / 5.94
ΔE to the lowest compared entry with this formula, charge and spin in kcal per mole: 0.00
E_HOMO (alpha / beta) in eV: -5.889 / -8.535
Expectation value of S²: 2.02
2S+1: 3

CARTESIAN COORDINATES (ANGSTROEM)
C: 0.98 -2.21 -2.39
C: 1.61 -1.95 -1.15
C: -0.31 -2.67 -2.12
C: 0.56 -2.04 -0.24
C: -0.70 0.68 0.48
C: -2.00 0.49 1.15
C: -0.59 0.83 -1.03
C: 0.91 1.09 -0.85
C: 0.61 1.03 0.61
C: 1.45 1.52 1.74
C: 0.46 -2.05 1.22
O: -0.63 -2.48 -0.84
O: 1.37 -2.06 2.02
H: 1.35 -2.32 -3.41
H: 2.62 -1.70 -1.07
H: -1.20 -2.53 -2.74
H: -2.01 -0.35 1.93
H: -2.30 1.32 1.66
H: -0.88 -0.01 -1.62
H: -1.24 1.74 -1.34
H: 1.59 0.37 -1.22
H: 1.21 2.01 -1.26
H: 1.31 2.55 1.74
H: 2.51 1.33 1.46
H: 1.27 0.94 2.65
H: -0.63 -2.14 1.56
H: -2.85 0.23 0.53


Entry 7:
Formula: C3H4N4O
Source: OMol25
Level of theory: ωB97M-V/def2-TZVPD

Properties
Frontier orbital gap in eV: 9.65
ΔE to the lowest compared entry with this formula, charge and spin in kcal per mole: 93.22
E_HOMO in eV: -9.396

CARTESIAN COORDINATES (ANGSTROEM)
C: 0.61 1.18 -0.72
C: -0.09 -1.16 -1.07
C: -0.88 -1.33 0.76
H: 0.07 1.09 1.65
H: 0.84 1.42 -1.78
H: 0.12 -1.21 -2.07
H: -1.41 -1.77 1.66
N: 0.98 2.16 0.03
N: 0.11 0.00 -0.30
N: -0.89 -1.99 -0.42
N: -0.36 -0.19 0.87
O: 0.89 1.79 1.40


Entry 8:
Formula: C6H11N
Source: OMol25
Level of theory: ωB97M-V/def2-TZVPD

Properties
Frontier orbital gap in eV: 9.34
ΔE to the lowest compared entry with this formula, charge and spin in kcal per mole: 57.40
E_HOMO in eV: -8.400
Structure (SMILES): C=C/C=C/CNC

CARTESIAN COORDINATES (ANGSTROEM)
C: 3.09 -0.94 -1.10
N: 2.00 -0.02 -0.92
C: 0.88 -0.51 -0.17
C: -3.72 0.79 1.20
C: -2.53 1.13 0.68
C: -1.35 0.24 0.67
C: -0.27 0.47 -0.08
H: 3.56 -1.28 -0.16
H: 3.91 -0.57 -1.72
H: 2.76 -1.94 -1.49
H: 1.79 0.44 -1.79
H: 1.20 -0.87 0.82
H: 0.49 -1.46 -0.60
H: -3.98 -0.24 1.38
H: -4.30 1.60 1.61
H: -2.28 2.19 0.55
H: -1.30 -0.51 1.46
H: 0.04 1.48 -0.35


Entry 9:
Formula: C6H10O
Source: OMol25
Level of theory: ωB97M-V/def2-TZVPD

Properties
Frontier orbital gap in eV: 8.95
ΔE to the lowest compared entry with this formula, charge and spin in kcal per mole: 95.29
E_HOMO in eV: -8.344

CARTESIAN COORDINATES (ANGSTROEM)
C: -1.54 -0.73 1.21
C: -1.18 0.23 0.09
C: 0.21 0.04 -0.49
C: 0.60 1.08 -1.51
O: 1.25 0.33 0.85
C: 0.73 -1.32 -0.65
C: 1.60 -1.17 0.31
H: -2.57 -0.55 1.55
H: -0.87 -0.60 2.06
H: -1.46 -1.77 0.87
H: -1.30 1.27 0.42
H: -1.85 0.09 -0.76
H: 1.65 0.97 -1.80
H: 0.00 0.88 -2.41
H: 0.39 2.10 -1.18
H: 1.95 0.95 0.59
H: 2.35 -1.65 0.92


Entry 10:
Formula: C46H47AsN8O6SSn
Source: OMol25
Level of theory: ωB97M-V/def2-TZVPD

Properties
Frontier orbital gap in eV: 7.05
ΔE to the lowest compared entry with this formula, charge and spin in kcal per mole: 0.00
E_HOMO in eV: -6.580

CARTESIAN COORDINATES (ANGSTROEM)
Sn: -0.26 0.77 -1.00
N: 3.17 -1.44 0.32
C: 4.40 -0.86 0.55
C: 5.53 -1.57 0.89
C: 6.75 -0.92 1.16
C: 6.86 0.44 1.09
C: 5.72 1.21 0.75
C: 5.75 2.62 0.63
C: 4.61 3.29 0.29
C: 3.42 2.55 0.08
N: 3.36 1.25 0.19
C: 4.49 0.57 0.50
H: 2.56 -0.88 -0.26
H: 3.17 -2.41 0.05
H: 5.48 -2.65 0.93
H: 7.61 -1.52 1.41
H: 7.80 0.93 1.28
H: 6.68 3.15 0.81
H: 4.59 4.37 0.19
H: 2.49 3.05 -0.16
O: 0.22 2.53 0.76
As: -0.04 3.71 1.88
C: 1.62 4.22 2.71
C: 2.10 5.52 2.65
C: 3.34 5.81 3.20
C: 4.09 4.81 3.81
C: 3.60 3.51 3.86
C: 2.36 3.21 3.32
C: -0.84 5.26 1.10
C: -0.94 5.31 -0.28
C: -1.54 6.41 -0.88
C: -2.03 7.45 -0.09
C: -1.93 7.39 1.29
C: -1.34 6.29 1.90
C: -1.18 3.05 3.27
C: -1.02 3.39 4.61
C: -1.87 2.84 5.56
C: -2.87 1.96 5.17
C: -3.03 1.62 3.83
C: -2.19 2.16 2.88
H: 1.53 6.30 2.16
H: 3.73 6.82 3.16
H: 5.05 5.04 4.23
H: 4.19 2.73 4.32
H: 1.99 2.20 3.34
H: -0.60 4.48 -0.89
H: -1.64 6.45 -1.95
H: -2.50 8.30 -0.56
H: -2.32 8.19 1.90
H: -1.28 6.22 2.98
H: -0.23 4.06 4.91
H: -1.75 3.10 6.60
H: -3.53 1.54 5.92
H: -3.81 0.93 3.53
H: -2.29 1.88 1.84
C: -3.53 1.49 -1.14
C: -2.13 1.96 -1.44
O: -1.96 3.05 -1.96
H: -4.27 2.19 -1.51
H: -3.64 1.34 -0.06
H: -3.68 0.49 -1.57
C: 0.67 -2.58 3.37
N: -0.29 -1.88 2.54
C: -1.65 -2.29 2.29
C: -2.16 -1.14 1.41
O: -3.29 -1.04 1.01
N: -1.10 -0.29 1.17
C: -0.06 -0.73 1.89
N: 1.10 -0.08 1.99
H: 0.13 -3.19 4.10
H: 1.28 -1.85 3.92
H: 1.32 -3.22 2.78
H: -2.23 -2.37 3.21
H: -1.71 -3.24 1.74
H: 1.17 0.76 1.42
H: 1.94 -0.65 1.99
O: 1.03 -4.41 -3.20
S: 0.73 -3.94 -1.87
O: 1.70 -4.24 -0.84
N: 0.36 -2.36 -1.87
C: -0.91 -2.17 -1.56
O: -1.51 -1.07 -1.51
C: -1.67 -3.42 -1.23
C: -2.99 -3.54 -0.82
C: -3.47 -4.82 -0.57
C: -2.65 -5.94 -0.73
C: -1.33 -5.81 -1.12
C: -0.86 -4.53 -1.36
H: -3.60 -2.66 -0.69
H: -4.49 -4.95 -0.25
H: -3.06 -6.92 -0.53
H: -0.69 -6.68 -1.24
N: 0.06 0.92 -3.60
C: -0.01 0.20 -4.50
N: -0.05 -0.54 -5.59
C: -1.06 -0.19 -6.60
C: -2.37 -0.91 -6.35
C: -2.15 -2.42 -6.26
C: -1.11 -2.74 -5.20
C: 0.19 -1.99 -5.45
H: -0.64 -0.50 -7.57
H: -1.17 0.89 -6.61
H: -3.08 -0.67 -7.15
H: -2.81 -0.55 -5.41
H: -1.81 -2.79 -7.24
H: -3.09 -2.93 -6.04
H: -0.90 -3.81 -5.15
H: -1.50 -2.44 -4.23
H: 0.65 -2.32 -6.38
H: 0.91 -2.15 -4.64


Entry 11:
Formula: C8H4O
Source: OMol25
Level of theory: ωB97M-V/def2-TZVPD

Properties
Frontier orbital gap in eV: 9.58
ΔE to the lowest compared entry with this formula, charge and spin in kcal per mole: 23.05
E_HOMO in eV: -9.355
Structure (SMILES): C#CC#C[C@H](C#C)C=O

CARTESIAN COORDINATES (ANGSTROEM)
C: -0.71 -1.61 1.19
C: -0.60 -0.96 -0.24
C: -1.71 -0.79 -1.22
C: -2.84 -0.45 -1.58
C: 0.24 0.17 -0.11
C: 1.18 0.97 0.10
C: 2.26 1.82 0.33
C: 3.14 2.60 0.58
H: -1.29 -0.79 1.79
H: 0.28 -1.79 -0.64
H: -3.67 0.09 -2.18
H: 4.01 3.34 0.39
O: -0.29 -2.61 1.60


Here are the calculated E numbers, same order: -1568.66302, -1915.16010, -7048.43096, -382.22673, -1051.01303, -577.77865, -410.85473, -289.88021, -309.69051, -5518.92646, -382.20253 (Ha).
Here are the calculated max |F| numbers, same order: 6.31, 2.90, 0.86, 3.61, 0.57, 5.06, 7.63, 1.99, 0.56, 0.41, 6.45 (eV/Å).